No. 1
ORCA calculation (wB97M-V/def2-TZVPD) on C32H40AuN3O4P2 as an isolated structure at a distorted geometry.

Cartesian coordinates (Å):
C  -1.17  2.33  -4.43
C  -1.19  1.24  -3.52
N  -0.01  0.79  -3.00
C  1.12  1.46  -3.19
C  1.19  2.53  -4.09
C  0.03  2.96  -4.73
C  -2.41  0.57  -3.19
P  -2.45  -0.57  -1.84
Au  -0.12  -0.92  -1.47
P  2.24  -0.57  -1.63
C  2.34  1.11  -2.37
C  -0.33  -2.50  -0.07
C  -0.86  -2.25  1.19
C  -0.71  -3.22  2.19
C  -0.25  -4.50  1.87
C  0.16  -4.78  0.56
C  0.15  -3.75  -0.39
O  -1.67  -1.25  -5.38
O  0.92  -1.68  -5.00
H  -2.12  2.65  -4.85
H  2.16  3.01  -4.25
H  0.06  3.79  -5.43
C  -3.39  0.06  -0.42
C  -3.37  -2.06  -2.36
H  3.26  1.20  -2.97
H  2.43  1.82  -1.53
H  -2.14  -0.69  -4.71
H  -3.32  0.99  -3.62
C  3.28  -0.53  -0.15
C  3.14  -1.67  -2.74
H  -1.37  -1.32  1.40
H  -0.96  -2.97  3.23
H  -0.22  -5.29  2.64
H  0.49  -5.79  0.30
H  0.51  -3.93  -1.40
H  -0.28  -2.33  -2.67
H  1.06  -2.57  -5.37
H  -0.03  -1.45  -5.24
H  -2.03  -0.97  -6.24
H  0.15  -1.76  -3.09
H  -4.45  0.24  -0.69
H  -3.36  -0.67  0.39
H  -2.96  1.01  -0.07
H  -4.43  -1.83  -2.50
H  -2.96  -2.45  -3.30
H  -3.26  -2.82  -1.58
H  4.19  -1.35  -2.79
H  3.08  -2.68  -2.30
H  2.67  -1.67  -3.74
H  4.35  -0.39  -0.36
H  2.90  0.26  0.51
H  3.14  -1.50  0.35
O  -0.85  2.53  -0.63
C  -0.28  1.96  0.30
N  0.02  2.56  1.53
C  0.34  1.57  2.51
C  0.64  0.38  1.60
O  1.21  -0.65  2.01
N  0.16  0.64  0.36
C  1.47  2.06  3.39
C  2.74  1.47  3.36
C  3.72  1.90  4.25
C  3.43  2.94  5.14
C  2.17  3.57  5.12
C  1.20  3.14  4.22
C  -0.85  1.11  3.34
C  -0.61  0.10  4.28
C  -1.66  -0.39  5.06
C  -2.95  0.12  4.87
C  -3.19  1.10  3.91
C  -2.14  1.59  3.13
H  -0.33  3.48  1.75
H  2.94  0.65  2.67
H  4.69  1.41  4.24
H  4.18  3.25  5.86
H  1.93  4.38  5.80
H  0.21  3.62  4.17
H  0.40  -0.29  4.37
H  -1.45  -1.16  5.79
H  -3.77  -0.25  5.49
H  -4.19  1.50  3.75
H  -2.33  2.36  2.36

HOMO (alpha / beta): -5.822 / -6.725 eV
maximum force: 2.80 eV/Å
<S²>: 2.011
2S+1: 3
charge: 0
gap between HOMO and LUMO (alpha / beta): 6.38 / 5.28 eV

No. 2
ORCA calculation (wB97M-V/def2-TZVPD) on C16H15NO3S in the gas phase at a distorted geometry.

Cartesian coordinates (Å):
C  0.69  2.10  -3.82
H  0.14  1.18  -3.65
H  0.02  2.88  -4.17
H  1.49  1.94  -4.54
S  1.41  2.71  -2.27
C  2.43  1.30  -1.84
C  3.80  1.50  -1.76
C  4.65  0.44  -1.47
C  4.12  -0.82  -1.27
C  2.76  -1.02  -1.34
C  1.89  0.04  -1.60
C  0.43  -0.26  -1.62
O  -0.03  -1.22  -2.22
N  -0.33  0.60  -0.91
H  0.11  1.35  -0.41
C  -1.76  0.43  -0.75
C  -2.10  0.01  0.65
C  -2.78  0.87  1.51
C  -3.08  0.51  2.82
C  -2.67  -0.73  3.24
C  -1.98  -1.60  2.39
C  -1.69  -1.25  1.09
H  -1.16  -1.92  0.43
O  -1.69  -2.76  3.05
C  -2.23  -2.60  4.35
O  -2.83  -1.33  4.46
H  -1.42  -2.69  5.10
H  -2.98  -3.38  4.53
H  -3.61  1.17  3.48
H  -3.09  1.84  1.15
H  -2.06  -0.35  -1.46
H  -2.27  1.36  -1.01
H  2.33  -2.00  -1.20
H  4.78  -1.66  -1.06
H  5.71  0.61  -1.41
H  4.20  2.49  -1.94

SMILES string: CSc1ccccc1C(=O)NCc1ccc2c(c1)OCO2
HOMO: -8.148 eV
maximum force: 1.27 eV/Å
2S+1: 1
charge: 0
energy relative to the best compared isomer or geometry (same formula, charge and spin): 1.5129 eV
gap between HOMO and LUMO: 8.82 eV

No. 3
ORCA calculation (wB97M-V/def2-TZVPD) on a 12-piece molecular cluster, C36H72O12 overall at a distorted geometry.

Cartesian coordinates (Å):
C  -3.28  6.70  1.02
C  -3.16  5.26  1.43
O  -2.74  4.93  2.51
C  -3.58  4.18  0.46
H  -2.86  6.85  0.02
H  -2.84  7.31  1.81
H  -4.33  6.99  0.93
H  -3.55  4.63  -0.54
H  -4.66  4.01  0.50
H  -2.99  3.26  0.49
C  0.36  -5.06  -5.29
C  -0.65  -4.65  -4.25
O  -0.55  -3.52  -3.80
C  -1.70  -5.58  -3.75
H  0.81  -4.17  -5.74
H  -0.08  -5.54  -6.16
H  0.97  -5.79  -4.75
H  -2.28  -6.02  -4.57
H  -2.45  -5.08  -3.13
H  -1.31  -6.40  -3.16
C  6.56  1.24  -0.50
C  5.04  1.41  -0.63
O  4.47  1.43  -1.71
C  4.30  1.56  0.67
H  7.00  1.14  -1.49
H  6.80  0.47  0.23
H  6.86  2.27  -0.31
H  4.46  2.57  1.07
H  4.82  0.95  1.41
H  3.28  1.20  0.62
C  -1.35  1.67  3.03
C  -0.23  2.71  3.30
O  0.77  2.62  2.64
C  -0.46  3.67  4.49
H  -1.01  0.95  2.30
H  -2.23  2.17  2.61
H  -1.69  1.27  3.99
H  -1.03  3.15  5.27
H  -1.02  4.56  4.20
H  0.50  3.85  4.98
C  2.90  -0.94  4.08
C  2.79  -1.70  2.78
O  2.04  -1.27  1.92
C  3.52  -3.02  2.55
H  2.33  -1.54  4.80
H  2.43  0.04  4.01
H  3.86  -0.81  4.57
H  2.83  -3.50  1.86
H  3.61  -3.59  3.47
H  4.48  -2.99  2.03
C  0.11  0.93  -0.58
C  -1.27  0.34  -0.66
O  -2.29  1.02  -0.62
C  -1.29  -1.16  -0.87
H  0.58  1.14  -1.54
H  0.65  0.21  0.03
H  0.05  1.81  0.07
H  -0.66  -1.63  -0.11
H  -0.84  -1.38  -1.84
H  -2.29  -1.60  -0.79
C  2.36  -2.15  -3.44
C  3.40  -2.36  -2.38
O  4.58  -2.56  -2.64
C  2.94  -2.26  -0.92
H  2.82  -2.07  -4.42
H  1.72  -1.27  -3.34
H  1.60  -2.93  -3.56
H  3.82  -2.09  -0.30
H  2.40  -3.11  -0.51
H  2.21  -1.46  -0.96
C  -0.98  -1.67  4.65
C  -1.44  -3.09  4.40
O  -2.26  -3.58  5.12
C  -0.80  -3.79  3.21
H  0.10  -1.61  4.79
H  -1.41  -1.23  5.56
H  -1.34  -0.98  3.89
H  0.28  -3.77  3.31
H  -1.14  -3.23  2.34
H  -1.19  -4.81  3.17
C  0.82  2.85  -5.32
C  -0.43  2.79  -4.52
O  -0.75  1.84  -3.82
C  -1.27  4.07  -4.51
H  0.58  2.85  -6.38
H  1.46  1.98  -5.20
H  1.38  3.75  -5.06
H  -1.06  4.79  -5.31
H  -0.98  4.62  -3.61
H  -2.35  3.89  -4.52
C  -5.56  0.89  0.50
C  -5.91  0.35  1.92
O  -5.31  -0.49  2.51
C  -7.05  1.08  2.57
H  -6.43  1.33  0.02
H  -4.99  0.18  -0.10
H  -4.94  1.79  0.60
H  -7.93  1.10  1.93
H  -6.77  2.11  2.81
H  -7.42  0.60  3.48
C  1.17  -7.64  0.12
C  1.15  -6.13  -0.01
O  2.16  -5.46  -0.11
C  -0.18  -5.46  0.04
H  0.61  -8.08  -0.70
H  0.73  -7.90  1.08
H  2.18  -8.06  0.10
H  -0.78  -5.67  -0.84
H  -0.15  -4.37  0.07
H  -0.64  -5.72  0.99
C  2.48  4.54  -1.16
C  1.25  5.25  -1.64
O  1.31  6.02  -2.59
C  -0.01  4.93  -0.95
H  3.19  5.38  -1.14
H  2.90  3.87  -1.91
H  2.46  4.05  -0.19
H  -0.60  4.30  -1.62
H  -0.61  5.84  -0.88
H  0.09  4.44  0.02

SMILES string: CC(C)=O.CC(C)=O.CC(C)=O.CC(C)=O.CC(C)=O.CC(C)=O.CC(C)=O.CC(C)=O.CC(C)=O.CC(C)=O.CC(C)=O.CC(C)=O
HOMO: -8.901 eV
maximum force: 2.05 eV/Å
2S+1: 1
charge: 0
energy relative to the best compared isomer or geometry (same formula, charge and spin): 1.8013 eV
gap between HOMO and LUMO: 9.33 eV

We obtain energy values of -2526.91751 -1297.36913 -2317.69221 hartree for the records listed above, in that order.